[1]
# C31H25N2O6S

The ion C31H25N2O6S with charge -1 in a non-equilibrium geometry (wB97M-V/def2-TZVPD, OMol25).

Output
F_max ... 0.0674 Eh/bohr
Gap between HOMO and LUMO ... 0.2095 Eh
E ... -2155.3723 Eh

ORCA input file:
```
! RIJCOSX wB97M-V def2-TZVPD def2/J DEFGRID3
* xyz -1 1
C -0.14 -0.78 -0.24
C -1.87 -1.02 -2.27
C 3.74 1.00 0.16
C -0.89 -0.50 0.99
O 1.39 -3.10 6.37
C 0.18 0.06 -2.72
H -6.88 0.89 2.12
C 0.56 -2.59 3.85
C 1.12 -0.24 4.26
C -0.03 -2.23 2.65
H 6.89 0.74 0.09
C -2.73 -0.93 -4.72
C -1.83 -0.62 -3.70
N 4.98 1.55 -0.03
H 4.46 -1.06 0.23
C -1.21 0.16 -6.29
C -5.00 -0.06 1.72
N 1.51 -1.91 5.99
C -0.63 0.03 -3.97
H -6.82 2.24 0.00
C 5.27 2.95 0.16
C 1.34 1.26 0.10
S -2.60 -1.31 1.38
H 2.20 -2.04 0.10
H 4.58 3.42 0.87
C -3.90 -0.14 0.86
C -2.44 -0.49 -6.01
O -2.77 -1.25 2.81
O -2.64 -2.57 0.69
H 0.50 1.15 2.73
H 0.57 -3.63 4.17
C 2.59 1.83 0.29
H 6.29 3.02 0.54
C -0.12 -0.87 2.26
H -3.63 -1.49 -4.46
C 6.07 0.80 -0.63
O 1.95 -1.01 6.74
H 1.59 0.51 4.88
H -4.80 2.15 -1.48
C -6.04 0.82 1.42
C 3.59 -0.40 0.17
H 0.02 -1.86 -0.31
C -4.86 1.54 -0.57
C -3.79 0.70 -0.24
O -2.76 -1.73 -1.82
C -5.99 1.59 0.26
C 1.23 -0.13 -0.06
C 1.10 -1.58 4.67
C -0.28 0.38 -5.27
H 2.67 2.91 0.43
H -2.88 0.71 -0.83
C -0.69 -0.41 -1.63
H -0.47 -3.02 2.04
H 0.70 0.83 -5.46
H -1.25 0.55 1.01
C 2.34 -0.95 0.07
H 0.43 1.88 0.06
O 1.37 0.37 -2.73
H 5.76 -0.20 -0.94
H -5.03 -0.66 2.63
H 5.22 3.49 -0.80
H 6.43 1.35 -1.51
H -3.15 -0.67 -6.81
H -0.99 0.48 -7.31
C 0.51 0.10 3.06
*
```


[2]
# C46H57Cl72N2

A cluster of 19 separate species, C46H57Cl72N2 in total in a non-equilibrium geometry (wB97M-V/def2-TZVPD, OMol25).

Output
F_max ... 0.0291 Eh/bohr
Gap between HOMO and LUMO ... 0.3339 Eh
E ... -35029.8530 Eh

ORCA input file:
```
! RIJCOSX wB97M-V def2-TZVPD def2/J DEFGRID3
* xyz 1 1
Cl -7.73 -7.21 2.45
H -7.39 0.43 0.61
H -8.50 -2.93 1.81
Cl 0.61 -10.95 0.49
H -3.08 3.43 1.17
C -4.98 -2.65 7.02
H 6.42 -3.39 0.08
C -4.44 3.00 -3.20
H -8.40 -2.91 -0.78
Cl 9.90 4.63 -8.56
Cl 4.90 10.56 -2.98
H 1.43 1.63 2.19
H -2.01 -0.84 -1.23
C 9.29 8.06 -6.45
C 5.35 11.49 -4.42
Cl 8.48 8.85 -7.82
C -4.38 2.17 6.07
Cl -1.18 -1.08 4.92
Cl -8.21 4.43 9.55
Cl 0.74 -2.50 3.31
H 5.07 -4.50 -0.22
H -2.93 1.12 1.62
C -2.78 2.87 0.29
Cl 12.45 3.64 -7.61
H 6.86 -1.82 -2.02
N -3.89 1.29 -1.08
H -6.32 2.38 -2.21
Cl 11.11 -0.41 -4.99
Cl 14.03 -6.36 0.60
Cl -6.04 5.36 11.20
H 0.39 1.63 0.13
Cl -2.97 -4.38 0.90
Cl -1.90 -1.95 2.24
H 3.33 2.29 -1.54
Cl -6.00 -4.05 6.70
Cl -5.84 -1.45 7.98
H -4.35 3.71 -4.02
C -2.44 1.42 0.69
Cl 5.54 4.26 -4.46
C -6.90 -1.53 -0.15
Cl -2.29 -6.14 -1.27
C 7.99 -6.00 -2.01
Cl 1.77 0.53 7.34
H -6.23 -1.72 -4.24
H 5.61 1.00 -0.64
Cl -3.83 3.84 6.23
C -5.84 2.38 -3.19
C 3.59 1.25 -1.35
H 1.84 3.37 2.10
H 3.83 0.08 0.43
Cl -6.26 -4.72 2.52
Cl 1.77 5.46 -5.19
Cl 7.42 2.07 -4.60
H -4.87 0.54 -3.74
H -3.01 4.05 -2.09
C 12.34 -1.08 -3.91
H -6.46 3.02 -3.82
C -7.90 -2.03 -1.21
Cl -0.85 1.72 7.64
Cl 8.45 6.55 -6.08
H -0.77 3.16 1.76
H -1.38 1.18 0.77
Cl -0.72 -8.46 1.07
H -1.17 2.97 -1.12
Cl 6.80 -7.30 -1.92
H 4.48 -0.66 -2.87
H -1.70 4.54 -0.60
H -0.01 4.55 0.98
Cl -3.52 -3.15 7.87
H 2.99 0.63 -2.03
Cl -5.02 -5.34 -0.90
C 10.77 3.22 -7.96
Cl 6.47 3.34 -7.03
Cl 6.22 10.44 -5.54
Cl -4.55 -2.00 5.43
H -3.71 2.20 -3.41
Cl 6.40 12.82 -3.94
H -6.95 0.32 -2.06
C -1.51 3.53 -0.24
H -9.62 -0.80 0.43
C 5.00 -2.65 -1.36
Cl 9.22 9.12 -5.05
H -6.90 -0.71 1.85
C -6.95 -6.03 3.49
H 4.84 -3.09 0.78
Cl 2.11 4.97 -2.37
C -5.04 -4.46 11.76
H -3.56 -1.21 -0.94
Cl 11.72 -5.50 -0.90
C -6.34 -1.44 -3.18
Cl -1.38 -9.92 -1.32
C -6.83 0.00 -3.10
H -8.70 -1.31 -1.40
C -6.48 4.76 9.60
C -9.20 -2.14 2.10
C 3.16 0.87 0.08
Cl -3.36 -3.97 11.97
Cl -1.25 -3.18 -1.92
C -3.05 0.60 -0.37
Cl 1.90 2.75 -4.21
C 0.77 2.63 0.40
H -9.08 -1.95 3.17
Cl -3.74 1.50 4.55
Cl -6.14 2.12 6.03
Cl -1.58 -3.88 4.35
C -7.52 -0.61 0.95
C 5.96 -1.46 -1.52
C 3.17 2.07 1.05
H 1.27 3.03 -0.50
H 2.15 0.43 0.06
Cl 3.90 12.12 -5.19
Cl 7.43 -4.76 -3.15
H -4.39 0.85 -1.85
C 0.27 -3.49 -1.04
Cl 12.62 -3.96 1.37
Cl 4.70 1.69 -5.47
Cl 9.53 -6.64 -2.60
Cl 11.84 -2.67 -3.34
H 6.09 -0.07 -3.16
Cl -0.05 -4.19 0.53
Cl 10.73 1.93 -9.16
Cl -5.33 -5.96 12.63
H -9.28 -0.02 1.94
Cl 13.87 -1.22 -4.78
C -0.38 3.53 0.81
C -7.29 -2.46 -2.54
H -4.87 2.91 -0.12
Cl -3.79 1.20 7.42
Cl -8.12 -5.31 4.60
H -6.11 -0.95 -0.63
Cl -5.60 3.26 9.27
Cl -6.07 5.97 8.39
C -3.52 -5.76 -0.07
Cl -6.10 -3.19 12.40
Cl -3.80 -7.13 0.99
H 6.20 -1.11 -0.52
C -5.88 0.97 -3.81
C 5.38 -0.30 -2.37
H -7.80 0.08 -3.60
Cl 1.12 -1.94 -0.82
N -2.75 -0.75 -0.53
C 1.35 4.39 -3.86
H -6.12 1.02 -4.87
H 3.99 -2.24 -1.27
H -4.62 4.54 -1.68
C 0.90 2.03 7.66
Cl -5.37 -4.68 10.04
C -4.01 3.66 -1.91
Cl 10.97 7.74 -6.87
H 5.09 -3.29 -2.24
Cl -0.42 4.38 -3.65
H 3.62 2.93 0.54
Cl 14.15 -3.99 -1.07
C -3.98 2.71 -0.71
Cl 1.28 3.21 6.39
C -0.07 -9.49 -0.21
H 3.82 1.85 1.91
C 5.36 -3.45 -0.11
H -5.33 -1.53 -2.75
C -8.97 -0.85 1.30
Cl 1.26 -4.57 -2.01
C 13.14 -4.96 0.01
Cl 1.18 -8.61 -1.09
H -6.46 -2.40 0.34
Cl 12.56 -0.01 -2.53
H -8.11 -2.61 -3.24
C 1.78 2.44 1.54
Cl 9.98 2.68 -6.47
Cl 8.19 -5.28 -0.42
C -0.98 -2.35 3.71
Cl -5.66 -6.81 4.41
H -6.78 -3.42 -2.46
H -10.21 -2.51 1.96
H 5.47 1.83 -2.18
C 6.03 2.84 -5.40
Cl 1.37 2.68 9.23
C 5.08 0.99 -1.59
*
```


[3]
# C6H10O

A structure of composition C6H10O in a non-equilibrium geometry (wB97M-V/def2-TZVPD, OMol25).

Output
F_max ... 0.0925 Eh/bohr
Gap between HOMO and LUMO ... 0.3228 Eh
E ... -309.6891 Eh

ORCA input file:
```
! RIJCOSX wB97M-V def2-TZVPD def2/J DEFGRID3
* xyz 0 1
H 0.39 1.72 1.60
C 2.28 0.40 -0.01
H -3.27 -0.84 -0.96
C -1.30 -0.09 -1.11
H -1.54 0.96 -0.91
O -2.14 -1.65 0.52
C 0.15 0.69 1.37
H 0.42 -1.20 -1.14
H -1.35 -0.38 -2.17
C 0.02 -0.39 -0.58
H -0.86 0.53 1.71
H 0.81 -0.46 1.93
C -2.31 -0.94 -0.44
C 0.88 0.09 0.29
H 2.85 0.10 0.86
H 2.67 -0.05 -0.93
H 2.30 1.50 -0.03
*
```


ΔE to the lowest compared entry with this formula, charge and spin across the listed records, respectively: 0.000; 0.000; 4.170 eV.
LUMO level across the listed records, respectively: 0.0521; -0.1083; 0.0298 hartree.